Record 1
The following is a quantum chemistry calculation of 14 unconnected molecules or ions with the total composition C6H37N2O13, from the Open Molecules 2025 dataset.

The geometry in ORCA input format:
```
! wB97M-V def2-TZVPD RIJCOSX def2/J DEFGRID3
* xyz 1 1
C -1.9186 0.7747 1.0766
C -2.7028 -0.3494 0.3443
C -1.8141 -1.4729 -0.0162
C -1.0838 -1.5868 -1.2180
N -0.4009 -2.7814 -1.2049
C -0.6875 -3.4570 -0.0192
C -1.5719 -2.6517 0.7107
N -0.6910 1.1193 0.2932
H -1.6228 0.4101 2.1218
H -2.5670 1.6916 1.2377
H -3.5211 -0.7047 1.0118
H -3.1886 0.0882 -0.5430
H -1.0357 -0.9020 -2.0591
H 0.2465 -3.0352 -1.8622
H -0.3273 -4.3976 0.1940
H -1.9741 -2.8998 1.7171
H -0.9151 1.2845 -0.6926
H -0.2079 1.9740 0.6802
H -0.0449 0.3275 0.2714
H 2.3795 -0.1678 0.3187
H 2.1532 0.7720 -0.8207
O 1.8030 0.0193 -0.4256
H 4.0371 -0.6956 2.0962
H 2.5632 -1.1205 2.1723
O 3.1553 -0.4139 1.8537
H -1.3172 2.5903 -2.2373
H -2.0769 1.2366 -2.6190
O -1.2124 1.6128 -2.3739
H -0.5573 -4.3530 4.0374
H 0.7730 -4.2644 4.8093
O 0.1942 -3.7788 4.1741
H 2.3815 -1.7525 -2.9405
H 1.6568 -0.9815 -1.7642
O 1.5307 -1.4876 -2.6149
H 1.3874 3.1100 0.8379
H 1.6125 3.0851 -0.6753
O 1.0379 3.4235 0.0030
H -0.4579 3.8797 -0.6989
H -1.1914 4.8510 -1.6573
O -1.2613 4.0437 -1.2398
H 0.0261 0.2195 4.2432
H 0.4082 -0.5596 3.0476
O 0.0737 0.2685 3.3317
H 1.1624 0.0160 -3.4032
H 0.1957 1.1802 -3.2379
O 1.0665 0.9415 -3.6421
H 0.7977 -2.7078 3.0394
H 0.6076 -2.3282 1.4891
O 1.0798 -2.0448 2.3708
H -3.4564 -0.4653 -3.1218
H -4.1974 0.8620 -3.4684
O -3.5690 0.4747 -2.8726
H 1.9671 1.7452 -2.6281
H 3.3485 2.5371 -2.2159
O 2.5054 2.1716 -1.8601
H 1.1285 1.5242 2.6171
H 2.4996 1.2364 1.9881
O 1.7936 1.8891 2.0445
*
```

Calculated values
**E_tot**: -1338.3327 hartree
**HOMO level**: -11.298 eV
**ΔE to the lowest compared entry with this formula, charge and spin**: 0.0 kcal/mol
**HOMO-LUMO gap**: 0.332 Eh

---

Record 2
The following is a quantum chemistry calculation of 13 unconnected molecules or ions with the total composition C6H37NO13, from the Open Molecules 2025 dataset.

The geometry in ORCA input format:
```
! wB97M-V def2-TZVPD RIJCOSX def2/J DEFGRID3
* xyz 0 1
C -0.2985 1.4327 0.2510
C -0.0668 0.3479 -0.7367
N 0.2866 -0.9224 -0.1301
C 1.6522 -3.2421 -2.8671
C 0.7376 -2.2913 -2.0082
C 1.3317 -1.7342 -0.7443
C 1.9165 -2.6413 0.3262
O 1.7796 -2.2855 1.4683
H -0.1434 2.4421 -0.0979
H -1.2949 1.1978 0.7890
H 0.3049 1.3825 1.1737
H -1.0587 0.2175 -1.2270
H 0.5585 0.6559 -1.5913
H 0.4681 -0.7546 0.8629
H 1.1832 -4.2125 -2.8907
H 1.8680 -2.7293 -3.8069
H 2.6253 -3.2656 -2.3905
H 0.1946 -1.7569 -2.7619
H -0.1683 -2.7806 -1.5167
H 2.2638 -1.1342 -0.9809
H 2.4848 -3.4766 -0.1362
H -3.4774 0.3259 -2.1916
H -3.7878 1.7171 -1.5611
O -3.2477 1.2613 -2.2725
H -1.2551 3.0998 -2.9535
H -1.9068 1.8952 -3.5883
O -1.0849 2.4160 -3.6066
H 1.2583 -2.4454 3.4636
H 0.2710 -1.3388 3.5105
O 0.9988 -1.6976 4.0304
H -2.6300 -0.9337 1.5617
H -2.8462 -0.5892 3.0417
O -2.6868 -0.1883 2.1805
H 4.7578 -0.6134 -0.2659
H 4.0569 -1.2984 0.8002
O 4.6672 -1.5190 0.0709
H -3.9316 1.0125 0.3755
H -3.9155 2.5668 0.5441
O -4.2605 1.8394 0.0099
H 3.3985 1.2602 -3.4213
H 2.7165 0.3462 -2.5844
O 3.2213 1.1656 -2.4732
H -0.5512 4.0359 -0.6037
H -2.1758 3.9332 -0.5444
O -1.4100 4.3782 -0.8871
H -2.5325 -2.6203 -1.0663
H -3.9968 -3.0735 -0.8690
O -3.1128 -3.1052 -0.4724
H 1.1452 1.0747 4.0049
H 0.3734 2.3202 3.3577
O 1.1249 1.7002 3.2752
H -1.8619 2.3620 4.0230
H -1.4244 2.3078 2.6373
O -1.3057 2.8787 3.4210
H 2.7034 -0.3958 2.6977
H 2.7768 1.1275 2.8109
O 3.3067 0.3445 2.5593
*
```

Calculated values
**E_tot**: -1283.5871 hartree
**HOMO level**: -9.038 eV
**ΔE to the lowest compared entry with this formula, charge and spin**: 107.3 kcal/mol
**HOMO-LUMO gap**: 0.314 Eh

---

Record 3
The following is a quantum chemistry calculation of 13 unconnected molecules or ions with the total composition C6H38O12, from the Open Molecules 2025 dataset.

The geometry in ORCA input format:
```
! wB97M-V def2-TZVPD RIJCOSX def2/J DEFGRID3
* xyz 0 1
C -0.2859 0.8603 -0.4054
C 0.1219 0.7381 -1.8883
C 0.5274 2.1610 -2.3909
C -0.6112 2.8537 -3.2206
C -0.5811 4.3289 -2.8084
C -0.2700 2.6397 -4.7024
H -0.4047 -0.1942 -0.0893
H 0.5873 1.1878 0.1542
H -1.2250 1.3583 -0.1715
H -0.7659 0.4980 -2.4751
H 0.8122 -0.0750 -2.0830
H 1.3392 2.0142 -3.1093
H 0.9974 2.7702 -1.6183
H -1.5705 2.3702 -3.0231
H -0.8969 4.3747 -1.7612
H -1.4362 4.8624 -3.2464
H 0.3854 4.7790 -2.9883
H 0.3143 1.7601 -4.9660
H -1.0804 3.0045 -5.3419
H 0.4492 3.4429 -4.9399
H -2.3820 2.6271 2.6224
H -1.9539 3.9128 3.3603
O -1.8328 3.4345 2.5341
H -1.0243 -0.1564 5.3735
H -1.3741 -1.6123 5.2836
O -1.5578 -0.7664 4.8497
H 2.0280 -1.9143 -0.7620
H 2.1069 -2.8911 -1.9226
O 1.4747 -2.3864 -1.3966
H 4.5464 -0.7274 1.0980
H 3.9018 -1.0755 2.3485
O 3.9657 -1.4211 1.4480
H -1.8978 -3.4203 0.7750
H -1.8657 -1.9816 1.4066
O -1.3466 -2.7798 1.2521
H 2.5391 0.0828 1.9942
H 1.4541 1.0361 2.5290
O 2.2464 0.9988 1.9598
H -3.5200 -3.6678 -1.6210
H -3.3589 -2.4526 -0.6284
O -3.7246 -3.3326 -0.7446
H 4.0473 -4.3130 -0.0814
H 3.8913 -2.7964 0.2398
O 4.1721 -3.4303 -0.4359
H 0.1575 -3.6483 -0.8499
H -0.7510 -4.6180 -1.6551
O -0.2504 -4.5360 -0.8402
H -2.9432 0.4376 2.1426
H -2.5584 0.5756 3.6028
O -3.0637 1.0315 2.9057
H -0.5408 1.9241 3.0893
H -0.3904 0.4025 2.7233
O -0.1516 1.0728 3.3713
H 0.9129 -3.3100 2.4116
H 1.1451 -3.1489 0.9177
O 1.4926 -2.8845 1.7740
*
```

Calculated values
**E_tot**: -1154.2415 hartree
**HOMO level**: -10.266 eV
**ΔE to the lowest compared entry with this formula, charge and spin**: 62.2 kcal/mol
**HOMO-LUMO gap**: 0.374 Eh

---

Record 4
The following is a quantum chemistry calculation of 12 unconnected molecules or ions with the total composition C6H39N2O11, from the Open Molecules 2025 dataset.

The geometry in ORCA input format:
```
! wB97M-V def2-TZVPD RIJCOSX def2/J DEFGRID3
* xyz 1 1
C -0.1575 0.4491 0.5143
N -1.6119 0.3900 0.1748
C -2.3972 -0.3693 1.1233
C -3.5554 -0.9559 0.3113
C -3.0108 0.4781 2.2641
C 0.8574 -0.2992 -0.3154
N 0.9463 -1.6506 0.3401
C 2.3210 -2.2967 0.1734
H -0.1049 1.5281 0.3549
H -0.0268 0.3354 1.6019
H -1.7024 0.0273 -0.8295
H -1.9662 -1.2742 1.6652
H -3.7032 -0.4255 -0.6544
H -3.4999 -2.0709 0.0670
H -4.6077 -0.9612 0.8204
H -3.4865 -0.0130 3.0948
H -2.0662 0.9685 2.7690
H -3.7434 1.2930 2.0205
H 0.7298 -0.4586 -1.3693
H 1.8240 0.2453 -0.2891
H 0.6986 -1.5748 1.3304
H 0.2565 -2.3021 -0.1366
H 2.3829 -2.8697 -0.7472
H 2.3793 -3.0376 0.9431
H 3.1492 -1.6286 0.4439
H -3.7014 3.0540 -0.9871
H -2.5960 2.1227 -0.4161
O -2.7790 2.8986 -0.9592
H -0.4063 2.8032 -1.7378
H -0.7437 4.2017 -2.3680
O -0.0447 3.5528 -2.1835
H 2.9895 2.1856 0.4855
H 4.3071 1.4910 0.0407
O 3.7100 1.6366 0.7540
H -1.2224 -2.7267 -1.9389
H -0.0793 -3.7807 -1.7708
O -0.2679 -2.8548 -1.6366
H 3.2735 -1.8584 2.9080
H 3.9771 -3.1400 3.3162
O 3.6365 -2.6697 2.5656
H -1.9712 -3.3713 -3.3782
H -2.9070 -4.3570 -2.8340
O -2.5170 -3.4986 -2.5996
H 2.5460 0.3571 3.2516
H 1.2797 -0.3533 4.0517
O 1.8075 -0.2928 3.2345
H -2.8162 0.0023 -3.0129
H -1.3649 -0.0833 -3.4577
O -2.0570 -0.6178 -3.0872
H 0.9981 3.8018 -0.4725
H 2.3181 4.3415 -0.8770
O 1.9305 3.7181 -0.2662
H 4.3930 1.4968 3.5991
H 3.3513 2.4643 3.0258
O 3.4946 1.7671 3.7212
H 0.9035 1.6819 -3.5937
H 0.4671 1.3311 -4.9784
O 0.1863 1.1690 -4.0696
*
```

Calculated values
**E_tot**: -1188.8929 hartree
**HOMO level**: -12.066 eV
**ΔE to the lowest compared entry with this formula, charge and spin**: 88.1 kcal/mol
**HOMO-LUMO gap**: 0.363 Eh

---

Record 5
The following is a quantum chemistry calculation of 14 unconnected molecules or ions with the total composition C6H39NO14, from the Open Molecules 2025 dataset.

The geometry in ORCA input format:
```
! wB97M-V def2-TZVPD RIJCOSX def2/J DEFGRID3
* xyz 1 2
C -1.4291 0.1644 -0.1012
C -2.8405 0.0367 0.5996
C -2.9194 1.0902 1.6768
O -3.3427 0.7233 2.7849
C -0.2191 -0.0757 0.8546
N 0.9969 0.1025 -0.1015
C 1.8216 -1.0051 -0.0545
C 1.6918 1.3813 0.2956
H -1.2926 1.3059 -0.3614
H -1.2169 -0.5036 -0.8037
H -3.6748 0.2072 -0.1627
H -3.0452 -0.9668 1.0959
H -2.8285 2.0770 1.3437
H -0.1543 -0.9173 1.5935
H -0.1917 0.7743 1.5683
H 3.0018 -1.0319 -0.2357
H 1.9312 -1.5698 1.0150
H 1.4485 -1.7519 -0.6311
H 1.6010 1.5160 1.4570
H 1.2343 2.2355 -0.1306
H 2.8536 1.3824 0.1064
H -1.5989 4.1398 0.8467
H -0.5509 3.0499 0.9872
O -0.6494 4.0802 0.7990
H 2.2010 -1.2918 -3.0284
H 2.4450 0.1650 -2.1391
O 2.4922 -0.3288 -2.9482
H 3.3982 -4.4021 -0.1078
H 2.6628 -3.5091 0.8921
O 3.4365 -3.4876 0.2884
H -2.4835 -3.3761 2.4292
H -1.9829 -2.2612 3.4616
O -1.9252 -2.6990 2.6663
H 0.5266 3.6187 3.7798
H 0.2700 3.7132 2.4472
O 0.4138 4.2355 3.1436
H -2.0913 -1.9559 -2.2168
H -1.1809 -0.8307 -2.6304
O -1.2808 -1.8279 -2.6650
H 1.1060 -4.1253 -3.4066
H 0.3805 -2.9180 -2.6232
O 1.2782 -3.2571 -2.8802
H -0.2437 -2.6666 -0.1116
H -0.7962 -2.8420 1.4098
O -0.8831 -3.1683 0.4819
H -1.9204 1.7748 -2.4955
H -1.0001 3.1600 -2.6118
O -1.8151 2.7288 -2.2588
H 0.0546 -0.7404 -4.6603
H 1.1068 -0.2032 -3.7665
O 0.1958 -0.0502 -4.0396
H 1.4902 2.9161 -3.9744
H 0.3912 1.8596 -4.1042
O 0.6349 2.7623 -4.2963
H -0.9970 -0.7067 3.6819
H -0.6130 -2.0607 4.3796
O -0.2480 -1.2702 3.7130
H 2.0867 1.0019 3.1264
H 3.1795 0.3864 2.3211
O 3.0532 0.9441 3.1291
*
```

Calculated values
**E_tot**: -1359.5506 hartree
**HOMO level (spin up / spin down)**: -13.664 / -13.659 eV
**ΔE to the lowest compared entry with this formula, charge and spin**: 173.3 kcal/mol
**HOMO-LUMO gap (spin up / spin down)**: 0.384 / 0.196 Eh

---

Record 6
The following is a quantum chemistry calculation of a molecular structure, C6H3BrN2O5SbSe4Tc, from the Open Molecules 2025 dataset.

The geometry in ORCA input format:
```
! wB97M-V def2-TZVPD RIJCOSX def2/J DEFGRID3
* xyz 2 1
Tc 0.2989 0.6153 2.0605
Se 1.4688 4.8797 0.3858
Sb 1.9968 4.3833 2.5838
Se 2.3516 1.3926 2.2953
Se -0.8103 1.9353 3.6139
Se 2.4063 4.6645 4.8429
O -3.2935 2.0247 0.7061
N -2.3369 1.8487 1.3344
O -2.2196 2.4622 2.5141
O -1.3641 1.0935 0.9466
Br 0.2311 -4.2540 -4.2011
C 0.2433 -2.7972 -3.0347
C 0.5435 -1.5173 -3.5083
N 0.5458 -0.4406 -2.7236
C 0.2714 -0.5982 -1.4372
C -0.0240 -1.8375 -0.8864
C -0.0446 -2.9650 -1.7003
C -0.3378 -2.0171 0.5315
O -0.9973 -2.8541 1.0223
O 0.3132 -1.0335 1.3512
H 0.7873 -1.3642 -4.5521
H 0.2651 0.3164 -0.8466
H -0.2949 -3.9374 -1.2981
*
```

Calculated values
**E_tot**: -13216.0602 hartree
**HOMO level (spin up / spin down)**: -14.345 / -14.345 eV
**HOMO-LUMO gap (spin up / spin down)**: 0.140 / 0.140 Eh

---

Record 7
The following is a quantum chemistry calculation of a molecular structure, C6H3Cl2HoNO3RuS, from the Open Molecules 2025 dataset.

The geometry in ORCA input format:
```
! wB97M-V def2-TZVPD RIJCOSX def2/J DEFGRID3
* xyz 4 10
Ho 0.2349 -1.1845 -3.7084
Ru -0.1137 -0.7567 1.0713
Cl -0.7711 0.9151 -3.0061
Cl -0.3445 -2.1430 -1.0414
C -0.7761 -2.0522 2.2027
C -0.3092 -0.1701 -5.9420
C 0.3021 -2.3884 -5.8808
O -0.8658 -2.7915 3.1028
O -0.5492 0.0526 -7.0647
O 0.2606 -2.7874 -6.9824
S -0.6307 2.8675 3.2886
C 0.7025 2.3748 4.3109
C 1.2268 1.2035 3.7916
N 0.3967 0.6152 2.7047
C -0.6647 1.3638 2.4278
H 1.1313 3.1082 5.0248
H 2.0946 0.6587 4.1686
H -1.3248 1.1142 1.5322
*
```

Calculated values
**E_tot**: -2870.5734 hartree
**HOMO level (spin up / spin down)**: -23.346 / -23.593 eV
**ΔE to the lowest compared entry with this formula, charge and spin**: 0.0 kcal/mol
**HOMO-LUMO gap (spin up / spin down)**: 0.320 / 0.192 Eh

---

Record 8
The following is a quantum chemistry calculation of a molecular structure, C6H3Cl2NNdO3SSc, from the Open Molecules 2025 dataset.

The geometry in ORCA input format:
```
! wB97M-V def2-TZVPD RIJCOSX def2/J DEFGRID3
* xyz 4 4
Nd 2.7781 0.6379 -0.0839
Sc -0.0506 0.0727 0.0033
Cl 1.0845 2.2007 0.5827
Cl 1.8388 -1.2537 1.1101
C -0.8247 -1.6520 -0.4335
C 3.7224 2.1398 -1.4003
C 4.3652 -0.5984 -0.9930
O -1.3097 -2.6693 -0.6979
O 4.1812 3.0725 -2.0902
O 5.2287 -1.3852 -1.4274
S -2.6562 2.3657 3.0171
C -3.3884 2.3422 1.3932
C -2.6280 1.6609 0.5226
N -1.4300 1.1093 1.1165
C -1.3265 1.4392 2.4483
H -4.3274 2.8224 1.1757
H -2.8018 1.4781 -0.5097
H -0.4902 1.1284 3.0541
*
```

Calculated values
**E_tot**: -3149.6992 hartree
**HOMO level (spin up / spin down)**: -23.498 / -23.499 eV
**ΔE to the lowest compared entry with this formula, charge and spin**: 181.6 kcal/mol
**HOMO-LUMO gap (spin up / spin down)**: 0.192 / 0.195 Eh

---

Record 9
The following is a quantum chemistry calculation of a molecular structure, C6H3Cl2RuS4Sb, from the Open Molecules 2025 dataset.

The geometry in ORCA input format:
```
! wB97M-V def2-TZVPD RIJCOSX def2/J DEFGRID3
* xyz 1 2
Ru 1.3196 0.6771 0.2747
S 0.1405 -0.9718 -0.7439
Sb 1.7027 -2.0266 0.8050
S 3.2006 -0.3144 -0.2555
S 1.5249 -0.1919 2.3934
Cl -0.8309 1.6897 1.0401
C -0.8286 3.2483 0.2698
C -1.9084 4.0890 0.4505
C -1.8850 5.3273 -0.1686
C -0.8029 5.7120 -0.9478
C 0.2689 4.8564 -1.1140
Cl 1.6107 5.3403 -2.0790
C 0.2727 3.5959 -0.5014
S 1.6681 2.5446 -0.7263
H -2.7443 3.7775 1.0615
H -2.7195 6.0030 -0.0435
H -0.7863 6.6790 -1.4306
*
```

Calculated values
**E_tot**: -3078.5072 hartree
**HOMO level (spin up / spin down)**: -12.522 / -12.505 eV
**ΔE to the lowest compared entry with this formula, charge and spin**: 0.0 kcal/mol
**HOMO-LUMO gap (spin up / spin down)**: 0.234 / 0.210 Eh

---

Record 10
The following is a quantum chemistry calculation of a single C6H3ClOS molecule, from the Open Molecules 2025 dataset.

The geometry in ORCA input format:
```
! wB97M-V def2-TZVPD RIJCOSX def2/J DEFGRID3
* xyz 0 1
Cl 0.0892 -0.4096 -3.9720
C -0.5710 -0.3958 -2.4480
C -0.7046 -0.3661 -1.1091
C -0.3309 -0.2007 0.2405
C 1.0037 0.4818 0.3884
C 1.2705 0.8460 1.6747
S 0.1018 0.3238 2.7737
C -0.9099 -0.2975 1.5352
O -1.7519 -1.0637 -2.0545
H 1.4583 0.5937 -0.5530
H 2.1706 1.4061 1.8285
H -1.8257 -0.9179 1.6955
*
```

Calculated values
**E_tot**: -1163.8752 hartree
**SMILES**: ClC1=C(c2ccsc2)O1
**HOMO level (spin up / spin down)**: -7.538 / -7.537 eV
**HOMO-LUMO gap (spin up / spin down)**: 0.277 / 0.277 Eh

---

Record 11
The following is a quantum chemistry calculation of a single C6H3N molecule, from the Open Molecules 2025 dataset.

The geometry in ORCA input format:
```
! wB97M-V def2-TZVPD RIJCOSX def2/J DEFGRID3
* xyz 0 1
C 2.2365 -0.4293 0.2535
C 1.6977 -1.4375 -0.4623
C 1.4368 0.6728 0.3461
C -0.3407 0.4268 -0.1836
C -1.6530 0.4628 -0.3240
C 0.4919 -0.8485 0.1368
N 0.5777 1.4765 -0.0904
H -2.3759 1.3198 -0.5464
H -2.1020 -0.4216 -0.2200
H 0.0310 -1.2218 1.0905
*
```

Calculated values
**E_tot**: -284.8400 hartree
**HOMO level**: -8.871 eV
**ΔE to the lowest compared entry with this formula, charge and spin**: 111.5 kcal/mol
**HOMO-LUMO gap**: 0.304 Eh

---

Record 12
The following is a quantum chemistry calculation of a molecular structure, C6H3N3O3, from the Open Molecules 2025 dataset.

The geometry in ORCA input format:
```
! wB97M-V def2-TZVPD RIJCOSX def2/J DEFGRID3
* xyz 0 1
C -0.7894 -0.7176 -0.4732
C -1.2541 -0.2195 0.9394
C -1.1961 0.7109 -0.3601
C 0.5999 -1.1057 -0.3190
C -0.3735 -0.0906 2.0066
C -0.2306 1.7648 -0.4077
N 0.9742 -2.3047 -0.5739
N 1.5851 -0.2887 0.1249
N 0.5460 2.6445 -0.3737
O 2.2218 -2.4738 -0.3464
O 2.6395 -0.9147 0.2388
O 1.3532 3.5059 -0.2427
H -1.5534 -1.2283 -0.9482
H -2.3109 -0.3998 1.3653
H -2.2117 1.1173 -0.6300
*
```

Calculated values
**E_tot**: -619.8639 hartree
**HOMO level (spin up / spin down)**: -7.202 / -7.211 eV
**ΔE to the lowest compared entry with this formula, charge and spin**: 250.4 kcal/mol
**HOMO-LUMO gap (spin up / spin down)**: 0.201 / 0.198 Eh